(1)
{"formula": "C24H22F2N5OSSc", "method": "ωB97M-V with the def2-TZVPD basis set", "total_charge": 0, "e_above_lowest_ev": 4.2374, "homo_lumo_gap_ev": 7.29, "e_tot_ev": -71711.447, "symbols": ["Sc", "O", "C", "C", "C", "C", "C", "C", "C", "N", "C", "C", "N", "H", "H", "H", "H", "H", "H", "H", "F", "C", "C", "C", "C", "C", "F", "C", "C", "C", "C", "C", "C", "N", "H", "H", "H", "H", "H", "H", "S", "C", "N", "C", "C", "C", "N", "H", "H", "H", "H", "H", "H", "H", "H", "H"], "coordinates": [[0.0000, 0.0000, 0.0000], [0.7297, 1.8830, 0.0000], [0.3629, 3.1084, 0.0000], [1.3004, 4.1625, 0.0000], [0.9397, 5.5145, 0.0000], [-0.3996, 5.8695, 0.0000], [-1.3691, 4.8693, 0.0000], [-1.0045, 3.5045, 0.0000], [-2.0231, 2.4367, 0.0000], [-1.7604, 1.1410, 0.0000], [-2.9683, 0.5010, 0.0000], [-3.9998, 1.4070, 0.0000], [-3.3835, 2.6282, 0.0000], [2.3583, 3.9015, 0.0000], [1.7152, 6.2721, 0.0000], [-0.6881, 6.9143, 0.0000], [-2.4092, 5.1683, 0.0000], [-3.0192, -0.5783, 0.0000], [-5.0725, 1.2966, 0.0000], [-3.8366, 3.5260, 0.0000], [-1.5364, 0.0000, 5.3286], [-0.5492, 0.0000, 4.4243], [-0.8546, 0.0000, 3.0750], [0.1864, 0.0000, 2.1474], [1.5448, 0.0000, 2.5204], [1.7969, 0.0000, 3.9026], [3.0490, 0.0000, 4.3825], [0.7691, 0.0000, 4.8489], [2.5868, 0.0000, 1.4643], [3.9621, 0.0000, 1.7021], [4.8554, 0.0000, 0.6282], [4.3668, 0.0000, -0.6683], [2.9975, 0.0000, -0.8371], [2.1145, 0.0000, 0.1864], [-1.8863, 0.0000, 2.7419], [1.0027, 0.0000, 5.9076], [4.3744, 0.0000, 2.7036], [5.9264, 0.0000, 0.8113], [5.0337, 0.0000, -1.5225], [2.5541, 0.0000, -1.8287], [-2.0192, -1.4676, 0.0000], [-1.0908, -2.8294, 0.1894], [-0.7983, -3.3187, 1.4212], [-0.1321, -4.5822, 1.6462], [0.8487, -4.8871, 0.5293], [0.1101, -4.7566, -0.7899], [-0.5724, -3.4850, -0.8799], [-1.2420, -2.8465, 2.2007], [-0.9068, -5.3542, 1.7104], [0.3782, -4.5271, 2.6125], [1.2721, -5.8900, 0.6431], [1.6772, -4.1684, 0.5602], [-0.6457, -5.5426, -0.8963], [0.8012, -4.8288, -1.6352], [-0.8506, -3.1351, -1.7896], [0.5749, -1.7695, 0.0000]]}

(2)
{"formula": "C18H48ClN11O7P3S", "method": "ωB97M-V with the def2-TZVPD basis set", "total_charge": 1, "homo_lumo_gap_ev": 4.88, "e_tot_ev": -101372.440, "symbols": ["O", "N", "O", "N", "C", "N", "P", "O", "N", "C", "N", "C", "C", "C", "C", "S", "O", "O", "Cl", "H", "H", "H", "H", "H", "H", "H", "H", "H", "H", "H", "H", "O", "P", "N", "C", "C", "N", "C", "C", "N", "C", "C", "H", "H", "H", "H", "H", "H", "H", "H", "H", "H", "H", "H", "H", "H", "H", "H", "H", "H", "O", "P", "N", "C", "C", "N", "C", "C", "N", "C", "C", "H", "H", "H", "H", "H", "H", "H", "H", "H", "H", "H", "H", "H", "H", "H", "H", "H", "H"], "coordinates": [[-3.2465, 0.0073, -1.4376], [-3.3235, -0.8789, -0.6469], [-2.8049, -2.0123, -1.2405], [-3.2196, -3.1006, -0.5558], [-4.3578, -3.9613, -0.6582], [-5.3309, -3.8686, -1.5780], [-5.4340, -2.7143, -2.9076], [-4.1713, -2.9248, -3.7828], [-4.2021, -4.9122, 0.4276], [-2.9704, -4.5673, 1.0923], [-2.3520, -3.4407, 0.4578], [-1.0480, -2.7537, 0.7950], [0.0844, -3.3431, -0.2114], [0.5078, -2.3268, -1.3717], [1.8201, -1.4619, -1.0581], [2.0384, -0.1123, -2.3300], [2.3587, 1.1882, -1.6161], [0.8263, 0.1148, -3.1872], [3.6007, -0.5635, -3.6720], [-6.0982, -4.5658, -1.5017], [-5.3297, -1.4007, -2.3294], [-6.5973, -2.8741, -3.7244], [-2.5924, -5.1329, 1.9968], [-1.1152, -1.6185, 0.6669], [-0.7572, -2.9438, 1.8917], [-0.3919, -4.2517, -0.7348], [0.9632, -3.7647, 0.3893], [-0.3136, -1.6001, -1.6770], [0.7404, -2.9549, -2.3074], [2.7161, -2.1701, -1.1476], [1.8056, -0.9639, -0.0219], [7.4982, 0.9328, -2.3333], [7.9135, 2.3789, -2.6587], [6.2640, 2.8882, -2.7441], [5.6738, 3.9038, -3.6031], [5.5553, 2.8631, -1.4614], [8.4275, 1.9486, -4.2602], [7.8531, 2.4840, -5.4825], [8.7729, 0.5451, -4.4986], [8.4506, 4.0384, -2.9939], [9.8904, 4.1257, -3.3562], [8.3232, 4.9239, -1.8117], [5.9383, 4.9273, -3.3163], [4.5807, 3.8397, -3.5757], [5.9188, 3.7766, -4.6511], [5.8879, 3.6678, -0.7949], [5.7145, 1.9186, -0.9372], [4.4740, 2.9596, -1.5894], [6.8486, 2.0891, -5.6668], [8.4745, 2.2271, -6.3479], [7.8324, 3.5752, -5.4797], [7.8795, -0.0781, -4.6142], [9.3759, 0.1436, -3.6825], [9.3790, 0.4362, -5.4034], [10.5223, 3.6875, -2.5768], [10.1889, 5.1678, -3.5046], [10.1208, 3.6269, -4.2965], [8.8167, 4.4926, -0.9359], [7.2830, 5.1198, -1.5531], [8.7602, 5.9070, -2.0077], [-3.7526, 0.0028, 3.9766], [-5.2781, 0.1169, 4.1425], [-5.2365, -0.5508, 5.7406], [-6.2386, -1.3762, 6.3995], [-4.5682, 0.2966, 6.7342], [-5.5812, -1.1703, 3.0140], [-6.2720, -2.4071, 3.3368], [-4.5201, -1.4789, 2.0583], [-7.0332, 0.3502, 4.2728], [-7.6832, 0.6493, 2.9687], [-7.3877, 1.5101, 5.1266], [-7.1385, -0.8239, 6.6894], [-5.8294, -1.8169, 7.3145], [-6.5471, -2.2319, 5.8103], [-5.1688, 1.1761, 6.9917], [-3.6053, 0.6549, 6.3647], [-4.3573, -0.2476, 7.6583], [-5.6605, -3.0626, 3.9655], [-6.5224, -2.9616, 2.4242], [-7.2359, -2.2231, 3.8135], [-3.7175, -2.0654, 2.5213], [-4.0913, -0.5688, 1.6402], [-4.9061, -2.0494, 1.2071], [-7.2327, 1.5267, 2.4936], [-8.7528, 0.8345, 3.1037], [-7.6246, -0.1814, 2.2665], [-6.8677, 2.4162, 4.8033], [-7.1498, 1.3381, 6.1757], [-8.4641, 1.7005, 5.1040]]}

(3)
{"formula": "C4H9NO2", "method": "ωB97M-V with the def2-TZVPD basis set", "total_charge": 0, "smiles": "C[C@@H](O)CC(N)=O", "e_above_lowest_ev": 0.5282, "homo_lumo_gap_ev": 10.41, "e_tot_ev": -9879.532, "symbols": ["C", "C", "O", "C", "C", "N", "O", "H", "H", "H", "H", "H", "H", "H", "H", "H"], "coordinates": [[-1.8861, -0.1257, -0.7588], [-0.5719, 0.3947, -0.2042], [-0.7393, 1.5328, 0.6400], [0.1268, -0.6903, 0.6242], [1.5948, -0.8775, 0.2938], [2.2778, 0.2959, 0.1108], [2.1205, -1.9708, 0.2033], [-2.5861, -0.3193, 0.0601], [-1.7015, -1.0649, -1.2911], [-2.3398, 0.5789, -1.4641], [0.0767, 0.6783, -1.0461], [-1.1720, 2.2248, 0.1222], [0.0523, -0.4187, 1.6848], [-0.3578, -1.6608, 0.4998], [3.2822, 0.2535, 0.1890], [1.8232, 1.1690, 0.3363]]}

(4)
{"formula": "C17H22ClN3O2", "method": "ωB97M-V with the def2-TZVPD basis set", "total_charge": 0, "smiles": "CC[C@H]1CCC/C1=N\\NC(=O)CCC(=O)Nc1ccccc1Cl", "e_above_lowest_ev": 0.5390, "homo_lumo_gap_ev": 9.34, "e_tot_ev": -39074.459, "symbols": ["C", "C", "C", "C", "C", "C", "C", "N", "N", "C", "O", "C", "C", "C", "O", "N", "C", "C", "C", "C", "C", "C", "Cl", "H", "H", "H", "H", "H", "H", "H", "H", "H", "H", "H", "H", "H", "H", "H", "H", "H", "H", "H", "H", "H", "H"], "coordinates": [[5.6374, 1.8264, 0.1301], [5.4535, 0.4563, 0.7674], [4.8148, -0.5588, -0.1850], [4.9257, -2.0046, 0.3166], [3.7486, -2.7222, -0.3389], [2.6289, -1.6864, -0.2713], [3.3317, -0.3679, -0.3853], [2.8639, 0.7789, -0.6517], [1.5089, 0.9920, -0.8119], [0.5102, 0.5946, 0.0137], [0.6707, -0.0970, 0.9988], [-0.8685, 1.0882, -0.4155], [-1.6537, 1.5682, 0.8108], [-3.1316, 1.6845, 0.4838], [-3.6797, 2.7392, 0.2606], [-3.7416, 0.4642, 0.4422], [-5.0580, 0.1491, 0.1262], [-6.0270, 1.1083, -0.1588], [-7.3204, 0.7287, -0.4660], [-7.6759, -0.6086, -0.4952], [-6.7267, -1.5773, -0.2155], [-5.4342, -1.1982, 0.0900], [-4.2522, -2.4310, 0.4341], [4.6776, 2.2066, -0.2054], [6.0647, 2.5227, 0.8478], [6.3050, 1.7622, -0.7265], [4.8274, 0.5482, 1.6570], [6.4257, 0.0664, 1.0798], [5.2989, -0.4706, -1.1646], [5.8855, -2.4556, 0.0691], [4.8074, -2.0189, 1.4017], [3.4895, -3.6507, 0.1674], [3.9838, -2.9522, -1.3802], [1.8756, -1.8024, -1.0538], [2.1049, -1.7272, 0.6879], [1.3379, 1.7613, -1.4457], [-1.3791, 0.2350, -0.8724], [-0.8000, 1.8806, -1.1605], [-1.4933, 0.8588, 1.6255], [-1.2889, 2.5477, 1.1212], [-3.1724, -0.3467, 0.6602], [-5.7475, 2.1482, -0.1352], [-8.0557, 1.4879, -0.6837], [-8.6856, -0.9035, -0.7342], [-6.9860, -2.6245, -0.2346]]}

(5)
{"formula": "C36H44N3O", "method": "ωB97M-V with the def2-TZVPD basis set", "total_charge": 1, "e_above_lowest_ev": 0.0000, "homo_lumo_gap_ev": 4.80, "e_tot_ev": -44557.578, "symbols": ["C", "N", "C", "O", "C", "C", "C", "C", "C", "C", "C", "C", "N", "C", "C", "C", "C", "C", "C", "C", "C", "C", "C", "C", "C", "C", "C", "H", "H", "H", "H", "H", "H", "H", "H", "H", "H", "H", "H", "H", "H", "H", "H", "H", "H", "H", "H", "H", "H", "H", "H", "H", "H", "H", "H", "H", "C", "C", "C", "C", "C", "C", "N", "C", "C", "C", "C", "C", "C", "H", "H", "H", "H", "H", "H", "H", "H", "H", "H", "H", "H", "H", "H", "H"], "coordinates": [[3.6898, -2.2698, -3.3781], [2.9550, -1.8147, -2.2125], [3.6511, -1.4475, -1.0785], [4.8403, -1.5748, -0.8705], [2.6583, -0.7546, -0.1660], [3.1300, 0.6794, 0.0906], [3.2951, 1.4537, -1.1890], [4.4593, 1.3464, -1.9367], [4.5981, 2.0127, -3.1375], [3.5648, 2.7933, -3.6112], [2.3914, 2.8931, -2.8928], [2.2588, 2.2241, -1.6927], [1.3415, -0.7865, -0.8658], [0.2334, -0.1702, -0.3536], [-0.9306, 0.0415, -1.0724], [-2.1875, 0.0916, -0.4903], [-3.4170, -0.0532, -1.1989], [-4.5897, -0.4058, -0.5001], [-5.7680, -0.6523, -1.1653], [-5.8257, -0.5389, -2.5449], [-4.6939, -0.1775, -3.2556], [-3.5069, 0.0557, -2.6013], [1.4962, -1.5385, -2.1475], [0.6631, -2.8589, -2.2425], [1.2154, -3.8626, -1.2245], [0.7818, -3.4315, -3.6643], [-0.8303, -2.6419, -1.9557], [4.7008, -1.8679, -3.3382], [3.7559, -3.3557, -3.3803], [3.2157, -1.9228, -4.2947], [2.5584, -1.3240, 0.7681], [2.4282, 1.1987, 0.7512], [4.0881, 0.6501, 0.6218], [5.2446, 0.7015, -1.5807], [5.5116, 1.9227, -3.7042], [3.6725, 3.3194, -4.5449], [1.5796, 3.4962, -3.2673], [1.3382, 2.2815, -1.1389], [0.2531, 0.0462, 0.7003], [-0.8579, 0.0053, -2.1431], [-2.2353, 0.0700, 0.5827], [-4.5419, -0.5248, 0.5687], [-6.6468, -0.9551, -0.6177], [-6.7515, -0.7290, -3.0635], [-4.7475, -0.0852, -4.3292], [-2.6364, 0.3346, -3.1668], [1.2354, -0.8629, -2.9656], [1.1295, -3.4713, -0.2116], [0.6738, -4.8074, -1.2720], [2.2685, -4.0662, -1.4121], [0.5455, -2.6730, -4.4102], [1.7835, -3.8020, -3.8627], [0.0957, -4.2654, -3.8088], [-1.2668, -1.9251, -2.6493], [-1.3917, -3.5692, -2.0659], [-0.9868, -2.2952, -0.9358], [-5.5361, 3.1092, 3.6803], [-5.4733, 1.7303, 3.7334], [-4.2593, 1.0905, 3.6204], [-3.0762, 1.8182, 3.4565], [-1.8045, 1.1274, 3.4325], [-0.5994, 1.7324, 3.3705], [0.6121, 1.0863, 3.5381], [1.8505, 1.8359, 3.8666], [2.9541, 0.7950, 4.1289], [2.2556, -0.5890, 4.1341], [0.7482, -0.3170, 3.9910], [-3.1662, 3.2135, 3.3935], [-4.3825, 3.8484, 3.5061], [-6.4844, 3.6096, 3.7854], [-6.3742, 1.1566, 3.8799], [-4.2079, 0.0169, 3.6821], [-1.8313, 0.0588, 3.5536], [-0.5443, 2.7987, 3.2579], [2.1004, 2.5134, 3.0443], [1.6573, 2.4555, 4.7486], [3.7257, 0.8419, 3.3513], [3.4752, 0.9923, 5.0741], [2.6101, -1.2028, 3.2985], [2.4798, -1.1620, 5.0421], [0.2171, -0.4304, 4.9411], [0.2691, -0.9881, 3.2719], [-2.2721, 3.7978, 3.2733], [-4.4336, 4.9248, 3.4722]]}

(6)
{"formula": "C5H14", "method": "ωB97M-V with the def2-TZVPD basis set", "total_charge": 0, "smiles": "CCC.CC", "e_above_lowest_ev": 0.5672, "homo_lumo_gap_ev": 11.94, "e_tot_ev": -5411.482, "symbols": ["C", "C", "C", "H", "H", "H", "H", "H", "H", "H", "H", "C", "C", "H", "H", "H", "H", "H", "H"], "coordinates": [[2.2457, 0.2104, 1.5291], [1.4607, -0.5684, 0.4378], [0.9865, -1.9119, 0.8465], [2.8189, -0.5577, 2.0755], [1.5943, 0.5078, 2.3645], [2.7992, 1.0909, 1.2262], [0.7065, 0.1863, 0.1829], [2.0638, -0.5258, -0.4729], [1.7563, -2.6283, 1.1387], [0.2974, -1.8752, 1.6938], [0.4714, -2.3436, -0.0189], [-2.4998, 1.6940, -1.4983], [-1.7361, 0.3899, -1.2725], [-3.3364, 1.5468, -2.1951], [-3.0650, 2.0226, -0.6227], [-1.9587, 2.5438, -1.9017], [-1.4087, 0.3698, -0.2331], [-0.8231, 0.3265, -1.8603], [-2.3729, -0.4781, -1.4195]]}

(7)
{"formula": "C43H43BBrGeN5O2ReS", "method": "ωB97M-V with the def2-TZVPD basis set", "total_charge": 0, "multiplicity": 2, "e_above_lowest_ev": 1.1861, "homo_lumo_gap_ev": [5.89, 6.02], "e_tot_ev": -197036.215, "s_squared": 0.794, "symbols": ["Re", "N", "C", "S", "N", "N", "C", "C", "C", "C", "C", "C", "N", "H", "H", "H", "H", "H", "H", "H", "C", "C", "C", "C", "C", "C", "C", "C", "C", "C", "C", "C", "N", "H", "H", "H", "H", "H", "H", "H", "H", "H", "H", "H", "H", "H", "H", "H", "H", "H", "Br", "C", "C", "C", "C", "C", "C", "H", "H", "H", "H", "Ge", "C", "C", "C", "C", "C", "C", "C", "C", "C", "C", "C", "C", "H", "H", "H", "H", "H", "H", "H", "H", "H", "H", "H", "O", "B", "O", "C", "C", "C", "C", "C", "C", "H", "H", "H", "H"], "coordinates": [[0.1868, -0.0423, 0.0324], [-3.1975, -2.6698, 1.5630], [-2.3203, -1.6764, 1.2840], [-0.6267, -1.9798, 1.4372], [-2.7898, -0.4979, 0.9937], [-1.7703, 0.4229, 0.8466], [-2.0359, 1.6026, 1.2837], [-0.9764, 2.5593, 1.1919], [-1.1064, 3.8591, 1.6741], [-0.0434, 4.7256, 1.5718], [1.1187, 4.2673, 0.9621], [1.1781, 2.9731, 0.4966], [0.1631, 2.0961, 0.6202], [-2.8747, -3.6143, 1.4509], [-4.1709, -2.4821, 1.3864], [-3.0025, 1.8284, 1.7141], [-2.0461, 4.1588, 2.1168], [-0.1164, 5.7389, 1.9427], [1.9771, 4.9091, 0.8238], [2.0515, 2.6235, -0.0238], [3.9012, -3.0818, -1.8990], [2.7966, -2.9236, -0.8549], [1.9624, -4.1999, -0.7156], [3.3411, -2.4889, 0.4880], [4.4322, -3.1182, 1.0609], [4.9373, -2.7097, 2.2882], [4.3640, -1.6377, 2.9624], [3.2679, -0.9711, 2.4464], [2.6289, 0.1852, 3.1855], [3.6609, 1.1582, 3.7548], [1.6892, -0.3323, 4.2776], [2.7347, -1.4263, 1.2104], [1.6248, -0.8467, 0.7314], [3.4591, -3.2951, -2.8739], [4.5775, -3.9045, -1.6566], [4.4893, -2.1665, -1.9872], [2.1366, -2.1348, -1.2121], [2.5763, -5.0283, -0.3530], [1.5428, -4.4857, -1.6832], [1.1359, -4.0531, -0.0173], [4.9061, -3.9395, 0.5379], [5.7908, -3.2197, 2.7160], [4.7839, -1.3216, 3.9090], [2.0170, 0.7375, 2.4687], [4.2605, 0.6981, 4.5420], [3.1576, 2.0226, 4.1919], [4.3423, 1.5140, 2.9795], [2.2454, -0.9098, 5.0197], [0.9162, -0.9740, 3.8523], [1.2017, 0.5001, 4.7902], [5.9133, 1.4504, -3.6506], [4.3178, 1.0663, -2.6996], [3.1908, 0.6513, -3.3755], [2.0249, 0.3731, -2.6689], [1.9148, 0.5017, -1.2835], [3.1107, 0.8946, -0.6510], [4.2877, 1.1875, -1.3221], [3.2073, 0.5458, -4.4525], [1.1870, 0.0319, -3.2454], [3.1562, 0.9652, 0.4309], [5.1718, 1.4869, -0.7745], [-1.2418, 1.3107, -1.9218], [-2.6628, 0.4128, -2.9611], [-2.9057, 0.7415, -4.2957], [-3.8903, 0.0914, -5.0286], [-4.6592, -0.9005, -4.4388], [-4.4532, -1.2166, -3.1044], [-3.4699, -0.5624, -2.3743], [-0.2151, 2.4194, -3.1790], [0.1883, 3.6814, -2.7451], [0.9478, 4.5168, -3.5553], [1.3024, 4.1078, -4.8312], [0.8886, 2.8645, -5.2915], [0.1446, 2.0313, -4.4708], [-1.9918, 2.4075, -1.1097], [-2.3310, 1.5216, -4.7768], [-4.0545, 0.3620, -6.0646], [-5.4175, -1.4181, -5.0126], [-5.0570, -1.9803, -2.6289], [-3.3335, -0.8225, -1.3318], [-0.1030, 4.0282, -1.7590], [1.2556, 5.4897, -3.1919], [1.8938, 4.7545, -5.4667], [1.1556, 2.5405, -6.2900], [-0.1470, 1.0549, -4.8418], [-0.2327, -1.4125, -2.9106], [-0.5608, -1.4119, -1.5395], [-1.4288, -2.5014, -1.3225], [-1.6529, -3.0957, -2.5314], [-2.4578, -4.1705, -2.8317], [-2.5186, -4.5464, -4.1729], [-1.8000, -3.8657, -5.1505], [-0.9829, -2.7824, -4.8302], [-0.9294, -2.4284, -3.5022], [-3.0190, -4.6882, -2.0656], [-3.1415, -5.3831, -4.4600], [-1.8784, -4.1819, -6.1822], [-0.4247, -2.2424, -5.5828]]}

(8)
{"formula": "H3O3P", "method": "ωB97M-V with the def2-TZVPD basis set", "total_charge": 0, "smiles": "O=PO.O", "e_above_lowest_ev": 0.8920, "homo_lumo_gap_ev": 10.71, "e_tot_ev": -15480.702, "symbols": ["O", "P", "O", "H", "O", "H", "H"], "coordinates": [[1.0499, 0.2954, -1.3459], [1.4211, 1.6518, -0.9344], [0.3985, 1.9986, 0.3130], [-0.0789, 1.3261, 0.7798], [-1.0044, -1.5297, 0.6904], [-0.1374, -1.7622, 0.2300], [-1.6487, -1.9799, 0.2670]]}